# 1
Formula: C46H60BBrN10O17P
Source: the Open Molecules 2025 dataset
Level of theory: ωB97M-V with the def2-TZVPD basis set

Each line ends with the Mulliken charge.
Element x y z (Å)
H (-4.281, -2.188, 3.578)  0.157
H (-5.932, 8.322, 3.642)  0.386
C (6.024, -0.068, 6.198)  -0.407
C (-3.468, 5.396, 3.368)  0.241
H (-4.726, -5.155, -8.126)  0.390
O (1.120, 2.882, -4.914)  -0.513
C (-4.594, 7.244, 2.360)  -0.497
H (-5.493, 0.723, 1.270)  0.212
H (0.966, 4.411, -3.372)  0.371
O (3.483, -2.691, 3.245)  -0.604
C (-3.586, -2.200, -6.975)  0.207
C (-3.398, 0.941, 1.825)  0.348
N (8.711, 1.536, 5.327)  1.034
C (-4.511, 0.007, -1.472)  -0.829
H (-4.788, -3.191, -1.611)  0.270
H (6.748, -0.662, -1.397)  0.495
Br (0.460, -1.349, 3.007)  -0.185
C (-4.037, -3.510, -6.944)  -0.189
H (6.824, -1.208, 4.577)  0.528
C (-3.779, -2.142, -9.353)  -0.574
C (8.952, 2.450, 4.203)  0.178
H (-5.305, -0.243, -0.779)  0.049
O (0.326, 3.738, -3.091)  -0.381
H (2.567, -1.388, 5.089)  0.413
C (-4.727, -4.062, 1.627)  -1.034
H (-3.915, -4.508, 2.216)  0.477
C (-0.531, 0.547, -1.746)  -0.779
N (-2.508, 4.290, 3.272)  0.979
N (-4.704, -1.203, 1.778)  0.362
H (-0.353, -2.827, -4.449)  0.444
N (0.031, 0.660, -2.881)  0.127
H (-3.335, -1.560, -0.575)  -0.507
C (-5.002, 6.684, 4.666)  -0.496
O (8.628, -2.167, -1.202)  -0.610
C (5.930, -0.919, 5.109)  -0.342
H (-0.557, -3.808, 0.921)  0.403
C (-5.164, -1.942, 2.971)  -0.602
H (8.889, 4.209, 5.437)  0.449
O (8.553, 2.022, 6.432)  -0.604
C (-5.241, 7.493, 3.563)  -0.425
C (9.273, 4.667, 3.382)  -0.464
H (9.337, 5.733, 3.555)  0.374
O (-5.524, -2.575, -1.544)  -0.444
H (-4.136, -4.044, -6.011)  0.431
C (4.877, 0.302, 6.889)  -0.575
H (-0.374, 1.052, -4.871)  0.479
N (-3.258, -1.528, -5.716)  1.102
O (2.432, 0.093, -2.618)  -0.673
H (-5.508, 6.879, 5.602)  0.384
H (-4.201, -0.455, -3.592)  -0.296
H (-4.459, 1.093, -1.546)  0.639
H (-3.094, -0.489, -8.182)  0.449
C (-4.982, -0.512, -2.850)  -0.269
C (9.362, 2.791, 1.877)  -0.534
H (9.055, 0.864, 2.754)  0.483
H (-0.679, 0.536, 1.075)  0.866
H (-2.682, 0.333, 2.390)  0.174
H (-5.121, 0.480, 2.944)  0.725
O (-0.522, -2.958, 0.458)  -0.525
H (-4.783, 7.874, 1.502)  0.380
H (-3.680, -1.613, -10.291)  0.393
H (-5.923, -1.416, 3.540)  0.453
H (-4.254, -3.448, 0.866)  -0.094
C (6.036, -1.390, -1.036)  -0.335
C (4.696, -1.055, -0.932)  -0.337
C (6.441, -2.662, -0.675)  -0.168
O (8.686, 0.340, 5.089)  -0.595
H (2.742, 0.119, 7.028)  0.402
H (-3.929, 4.998, 5.431)  0.452
N (-1.657, 1.212, -1.329)  0.827
H (9.646, 4.830, 1.277)  0.380
H (1.676, -0.898, -5.282)  0.392
C (-3.449, -1.509, -8.167)  -0.367
C (3.633, -0.172, 6.488)  -0.590
C (-3.701, 6.190, 2.259)  -0.316
C (1.178, -1.260, -4.382)  -0.609
H (2.727, -1.731, -0.385)  0.671
H (-6.739, -1.817, -2.980)  0.269
H (3.492, -3.986, 0.268)  0.357
H (-2.650, -0.858, -2.004)  0.262
H (-0.775, 2.557, -0.078)  0.169
N (4.592, -2.305, 3.580)  1.082
O (-3.368, -2.162, -4.680)  -0.545
H (-5.379, -4.773, 3.701)  0.356
C (4.204, -3.260, -0.101)  -0.946
C (4.686, -1.388, 4.724)  -0.033
O (-2.973, 1.302, 0.504)  -0.364
B (1.264, -0.153, -3.276)  0.926
C (3.778, -1.991, -0.467)  -0.279
C (5.541, -3.600, -0.204)  -0.232
O (-1.930, 4.128, 2.208)  -0.559
H (4.952, 0.961, 7.744)  0.412
H (-1.050, -1.248, -4.181)  -0.517
C (9.445, 4.158, 2.102)  -0.402
C (-5.671, -1.895, -2.788)  -0.447
C (-4.758, 0.264, 1.933)  -1.418
O (-6.081, -4.125, 3.593)  -0.575
C (-4.241, -3.451, -9.337)  -0.413
H (-1.986, 3.183, -1.061)  0.155
O (-2.894, -0.363, -5.764)  -0.594
O (-2.339, 3.596, 4.255)  -0.590
H (-0.418, -1.669, -5.781)  0.257
C (-4.367, -4.135, -8.135)  -0.700
C (-2.299, 0.351, -0.227)  0.247
O (8.180, -4.160, -0.509)  -0.599
H (-5.287, -2.550, -3.566)  0.249
H (9.495, 2.396, 0.878)  0.402
H (-5.759, 0.192, -3.161)  0.580
H (-3.717, -1.417, 1.712)  -0.332
C (-0.509, 1.559, -3.921)  -0.485
N (-1.241, 2.510, -0.976)  -0.505
C (-5.717, -3.299, 2.500)  0.310
C (9.115, 1.928, 2.932)  -0.351
H (4.370, -0.062, -1.214)  0.519
H (2.524, -0.568, -1.912)  0.002
N (-0.044, -0.374, -0.779)  -0.323
H (-6.587, -3.069, 1.883)  0.291
C (-0.258, -1.777, -4.711)  -0.008
C (-3.169, -0.602, -1.072)  0.340
P (-1.084, -1.753, 1.409)  0.569
N (7.861, -3.026, -0.804)  1.041
C (0.372, 2.801, -4.017)  0.264
H (-0.394, -1.252, -1.196)  0.477
H (1.732, -2.110, -3.982)  0.225
H (-4.505, -3.941, -10.265)  0.396
H (6.982, 0.302, 6.515)  0.528
H (-3.197, 6.001, 1.323)  0.426
H (-5.246, -4.899, 1.161)  0.386
C (-1.002, -0.222, 0.352)  -0.815
H (-1.573, 1.755, -3.811)  0.438
C (9.022, 3.811, 4.442)  -0.363
O (5.627, -2.629, 3.033)  -0.588
H (5.866, -4.589, 0.083)  0.481
H (-3.476, 1.880, 2.366)  -0.036
C (-4.113, 5.626, 4.571)  -0.365
C (3.534, -1.020, 5.398)  -0.238

Properties
Net charge: +1
Energy above the lowest of the compared OMol25 structures with the same formula, charge and spin: 132.62 kJ/mol
Frontier orbital gap: 7.96 eV
Electronic energy: -178372.583 eV

---

# 2
Formula: C4H13N2O2
Source: the Open Molecules 2025 dataset
Level of theory: ωB97M-V with the def2-TZVPD basis set

Each line ends with the natural charge from an NBO analysis.
Element x y z (Å)
O (-4.576, -0.967, 0.275)  -1.182
N (4.226, 1.194, -0.042)  -0.865
H (-3.488, -0.780, -0.388)  0.499
H (-1.201, 0.799, 0.959)  0.220
C (-0.562, -0.096, 0.854)  -0.450
C (-1.561, -1.100, 0.203)  -0.042
H (2.975, -0.513, -0.221)  0.116
H (-0.987, -1.995, -0.126)  0.106
H (5.102, 0.822, -0.353)  0.359
H (4.111, 1.405, 0.937)  0.376
H (1.249, -0.643, -0.202)  0.210
H (2.985, 0.568, -1.648)  0.152
H (0.887, 1.422, -0.215)  0.408
H (-0.225, -0.500, 1.818)  0.195
C (0.528, 0.158, -0.166)  -0.351
O (-2.415, -0.480, -0.678)  -0.847
C (3.021, 0.547, -0.549)  -0.055
H (0.006, 0.211, -1.130)  0.233
H (-2.233, -1.465, 1.030)  0.175
H (-5.084, -1.707, -0.067)  0.415
N (1.947, 1.259, 0.156)  -0.673

Properties
Net charge: -1
Energy above the lowest of the compared OMol25 structures with the same formula, charge and spin: 443.52 kJ/mol
Frontier orbital gap: 7.51 eV
Electronic energy: -11430.140 eV

---

# 3
Formula: C49H47Cl2F3N6O8PPrS2
Source: the Open Molecules 2025 dataset
Level of theory: ωB97M-V with the def2-TZVPD basis set

Each line ends with the Mulliken charge.
Element x y z (Å)
H (-0.417, -2.966, -4.193)  0.534
H (6.618, -4.318, 4.199)  0.437
H (1.171, 3.350, 0.413)  0.145
O (2.314, -0.015, -0.816)  -0.424
H (-4.121, 0.439, 1.329)  0.492
H (5.357, -5.428, 5.999)  0.422
C (1.132, 7.586, -3.651)  0.066
H (-2.476, 1.804, 5.996)  0.321
C (-3.254, -1.324, -0.152)  -1.165
O (0.325, 9.796, -2.686)  -0.681
C (-1.939, 0.866, 6.163)  -0.887
H (1.303, 5.268, -1.118)  0.860
Cl (-0.651, 2.129, 1.968)  0.170
H (1.825, -3.292, 4.858)  0.586
C (-0.050, -3.218, -3.207)  -1.038
C (3.584, -2.892, 3.694)  -0.741
F (4.588, -0.885, -2.411)  -0.211
C (0.268, 6.713, -5.532)  -0.429
C (-3.709, -1.074, -4.644)  -0.747
H (-1.071, 1.066, 6.791)  0.300
C (0.248, 1.843, -2.296)  -0.590
C (5.571, -4.091, 4.336)  -0.688
C (-4.554, -1.652, -0.522)  -0.287
C (-3.052, -1.034, -3.427)  -0.135
F (5.590, 1.019, -2.346)  -0.218
H (3.146, -5.633, -1.142)  0.438
H (-5.049, -1.104, -1.309)  0.550
H (3.537, -4.155, 1.370)  -0.102
C (-2.633, 2.746, -0.644)  -0.232
C (0.677, 4.142, -2.813)  0.875
C (-2.988, 1.488, -0.153)  0.126
C (-1.218, -1.637, 1.247)  -0.029
C (1.631, -4.178, 0.573)  -0.538
S (3.571, 0.656, -0.508)  1.109
C (-3.317, -3.062, 1.513)  -0.207
H (-5.135, -4.185, 1.639)  0.417
C (0.269, -4.532, -2.909)  -1.347
H (-2.807, -3.595, 2.301)  0.527
H (-2.599, 0.171, 6.688)  0.322
H (-0.200, -1.222, -2.526)  0.756
C (3.511, -4.436, 5.543)  -0.695
C (-4.770, 1.010, -4.137)  -0.779
N (0.702, 7.778, -4.885)  -0.516
H (-3.561, -1.916, -5.306)  0.456
H (-0.044, 0.848, -2.609)  0.051
C (-3.839, 3.803, 1.136)  -0.966
C (4.860, -4.723, 5.352)  -0.397
C (0.342, 2.856, -3.232)  -1.003
H (-4.303, 1.875, -2.245)  0.400
N (2.280, -1.387, 2.110)  0.517
C (2.908, -2.013, 2.859)  0.890
H (4.749, -3.167, -0.426)  0.581
C (-0.233, 0.186, 4.555)  -0.431
C (-4.560, -0.043, -5.010)  -0.634
H (0.709, 2.509, 3.881)  0.422
Pr (0.711, -0.288, 0.554)  -0.167
N (3.140, -4.249, 0.426)  0.497
H (-3.458, -0.353, 4.541)  0.458
H (2.967, -4.928, 6.334)  0.434
P (-2.277, 0.006, -0.972)  2.219
C (2.869, -3.531, 4.731)  -0.411
C (-3.803, 1.407, 0.969)  -1.245
H (0.969, -5.852, -1.390)  0.620
C (0.697, 5.353, -3.647)  0.085
H (-4.864, 2.488, 2.478)  0.462
H (3.362, -2.176, 0.037)  0.148
C (-4.226, 2.561, 1.609)  -0.220
H (-2.192, -1.051, 3.502)  0.107
C (4.953, -3.181, 3.509)  -0.396
H (3.259, -3.202, -1.394)  0.433
C (-2.626, -2.039, 0.871)  0.944
N (0.478, 2.000, -0.989)  2.138
C (0.957, -3.804, -0.721)  0.086
N (-1.512, 0.299, 4.908)  0.474
H (-5.064, -0.067, -5.965)  0.391
H (0.140, -5.314, -3.642)  0.390
C (0.826, 2.656, 2.808)  -0.860
H (-2.771, 4.863, -0.391)  0.546
H (0.143, 2.629, -4.267)  0.477
C (0.084, -2.232, -2.242)  -0.555
H (-2.409, -1.851, -3.131)  0.370
C (0.224, 5.447, -4.954)  -0.535
C (-3.055, 3.895, -0.005)  -0.891
H (3.226, -6.363, 0.473)  0.388
O (1.821, 8.443, -1.304)  -0.656
O (3.469, 2.067, -0.311)  -0.456
C (3.571, -5.535, -0.144)  -0.931
N (1.160, 6.438, -3.026)  -0.232
S (1.565, 9.041, -2.602)  1.189
H (-0.169, 4.596, -5.484)  0.392
F (3.582, 0.885, -3.119)  -0.183
C (3.662, -3.136, -0.385)  -1.142
H (1.394, -3.424, 1.327)  -0.635
O (0.179, -0.172, 3.463)  -0.330
C (0.897, 3.213, -0.618)  -0.659
H (-4.158, 4.701, 1.644)  0.418
H (-2.041, 2.818, -1.547)  0.682
O (2.718, 9.625, -3.257)  -0.693
Cl (2.157, 1.642, 2.213)  0.173
H (0.460, 0.464, 5.374)  0.409
C (0.758, -4.822, -1.653)  -0.451
H (5.496, -2.666, 2.730)  0.623
C (-3.234, 0.039, -2.554)  0.038
H (-0.070, 6.884, -6.547)  0.409
C (4.410, 0.429, -2.177)  0.516
C (-2.542, -0.145, 3.993)  -0.890
O (-0.614, -2.442, 2.002)  -0.618
H (4.656, -5.582, -0.217)  0.318
H (-5.459, 1.801, -4.394)  0.461
H (1.298, -5.155, 0.928)  0.789
C (0.600, -2.456, -0.947)  1.386
C (-4.111, 1.055, -2.920)  -0.457
H (-6.232, -2.932, -0.185)  0.423
H (1.017, 3.701, 2.562)  0.632
C (-4.608, -3.386, 1.139)  -0.827
H (-2.733, 0.600, 3.220)  0.231
C (-5.224, -2.681, 0.118)  -0.932
O (4.342, -0.101, 0.447)  -0.568
C (0.996, 4.294, -1.465)  -1.466

Properties
⟨S²⟩: 2.003
Multiplicity: 3
Frontier orbital gap (alpha / beta): 5.03 / 5.03 eV
Electronic energy: -155119.751 eV

---

# 4
Formula: BrClFP
Source: the Open Molecules 2025 dataset
Level of theory: ωB97M-V with the def2-TZVPD basis set

Each line ends with the natural charge from an NBO analysis.
Element x y z (Å)
P (-0.274, 0.162, 1.412)  0.829
F (-0.763, -1.412, 1.431)  -0.573
Br (-0.285, 0.821, -0.543)  0.160
Cl (1.323, 0.429, -2.300)  -0.415

Properties
Energy above the lowest of the compared OMol25 structures with the same formula, charge and spin: 318.23 kJ/mol
Frontier orbital gap (alpha / beta): 7.50 / 6.77 eV
Electronic energy: -94569.917 eV